[1]
11
Properties=species:S:1:pos:R:3:lowdin_charge:R:1 method="wB97M-V/def2-TZVPD" de_lowest_kcal_mol=4.7 charge=0 homo_energy_ev=-9.57 orbital_gap_ha=0.388 spin_multiplicity=1
O -2.12502 0.00611 0.78820 0.09
C -1.11843 -0.01059 0.12403 -0.43
C -0.12995 1.08351 -0.22637 -0.09
C 0.92254 0.02207 0.22790 -0.16
C -0.08884 -1.10167 -0.13473 -0.09
H -0.00825 1.20519 -1.30940 0.12
H -0.26451 2.04999 0.26616 0.11
H 1.11062 0.04787 1.30519 0.11
H 1.86077 0.05000 -0.32599 0.10
H -0.16213 -1.99739 0.48249 0.11
H 0.00320 -1.35509 -1.19748 0.12

[2]
56
Properties=species:S:1:pos:R:3:lowdin_charge:R:1 method="wB97M-V/def2-TZVPD" smiles="COc1ccc(CCNC(=O)Cn2nnc(-c3ccc(OC)c(OC)c3)n2)cc1OC" de_lowest_kcal_mol=5.1 charge=0 homo_energy_ev=-7.90 orbital_gap_ha=0.317 spin_multiplicity=1
C -1.97838 -2.12472 -1.23741 -0.06
O -0.89133 -1.37698 -1.74108 -0.10
C 0.31345 -1.42176 -1.09189 -0.21
C 1.43082 -1.23117 -1.89615 0.01
C 2.71423 -1.27049 -1.38632 -0.04
C 2.91222 -1.50447 -0.03449 -0.24
C 4.29239 -1.60863 0.56372 -0.13
C 5.19822 -0.43182 0.18330 -0.17
N 4.50652 0.82447 0.36160 0.07
C 4.21795 1.62373 -0.67614 -0.49
O 4.68697 1.52531 -1.78600 0.07
C 3.23888 2.75883 -0.30495 -0.02
N 2.08454 2.24237 0.35584 -0.18
N 2.10327 1.73577 1.56706 0.06
N 0.90556 1.34389 1.83534 0.10
C 0.15482 1.62024 0.74824 -0.30
C -1.25449 1.33787 0.61669 -0.18
C -2.03929 1.07716 1.72774 -0.04
C -3.38438 0.78640 1.56770 -0.01
C -3.95336 0.73993 0.30475 -0.20
O -5.25508 0.44449 0.04216 -0.06
C -6.10977 0.16294 1.12115 -0.08
C -3.15132 1.00710 -0.83164 -0.21
O -3.78353 0.92243 -2.03095 -0.06
C -3.00190 1.06108 -3.19490 -0.07
C -1.81756 1.31649 -0.66125 0.04
N 0.89984 2.18884 -0.19960 0.21
C 1.79964 -1.65101 0.78386 0.02
C 0.50202 -1.60743 0.28970 -0.20
O -0.60476 -1.73885 1.08371 -0.11
C -0.42737 -1.77587 2.47935 -0.09
H -2.71936 -2.13419 -2.03681 0.10
H -1.67758 -3.15041 -1.00770 0.10
H -2.41075 -1.66628 -0.34673 0.08
H 1.26410 -1.05898 -2.94775 0.12
H 3.55190 -1.12689 -2.04986 0.11
H 4.20562 -1.65605 1.65150 0.11
H 4.76950 -2.53232 0.22654 0.12
H 6.10196 -0.44427 0.80124 0.12
H 5.49227 -0.47970 -0.86685 0.12
H 3.98775 0.94635 1.22491 0.11
H 3.75084 3.46597 0.35385 0.14
H 2.91436 3.25856 -1.21815 0.14
H -1.60094 1.10927 2.71229 0.11
H -3.98311 0.58892 2.44270 0.11
H -5.77685 -0.71739 1.68158 0.10
H -7.08339 -0.04097 0.67828 0.09
H -6.19510 1.01577 1.80297 0.10
H -2.18162 0.33735 -3.21087 0.09
H -2.59593 2.07391 -3.28655 0.10
H -3.67875 0.86908 -4.02608 0.10
H -1.17491 1.52208 -1.50020 0.11
H 1.95657 -1.80018 1.84047 0.11
H 0.10792 -0.88919 2.83161 0.08
H 0.10010 -2.68282 2.79467 0.10
H -1.43340 -1.78370 2.89582 0.09

[3]
20
Properties=species:S:1:pos:R:3:lowdin_charge:R:1 method="wB97M-V/def2-TZVPD" smiles=N[C@]12CN3C[C@H]3[C@@]1(N)C2 de_lowest_kcal_mol=116.1 charge=0 homo_energy_ev=-8.39 orbital_gap_ha=0.340 spin_multiplicity=1
N 2.07985 -0.91271 -0.29116 0.06
C 0.72512 -0.68820 0.06996 -0.50
C -0.42444 -1.43589 -0.30610 -0.15
N -1.50130 -0.48248 -0.73481 -0.05
C -2.27966 0.11490 0.37092 -0.08
C -1.06916 0.85444 -0.23663 -0.20
C 0.33063 0.79658 0.13308 -0.51
N 1.08653 1.94741 -0.29925 0.04
C 0.59753 0.04979 1.37108 -0.03
H 2.07508 -1.27542 -1.32192 0.13
H 2.81024 -1.49352 0.19540 0.11
H -0.88845 -2.23195 0.44121 0.16
H -0.01420 -2.06392 -1.11263 0.11
H -3.28294 0.31751 -0.07451 0.10
H -2.25567 -0.60523 1.35391 0.15
H -1.33360 1.63367 -0.85851 0.10
H 0.59321 2.13598 -1.32551 0.13
H 2.17896 1.36446 -0.51229 0.18
H -0.29817 -0.10365 2.14402 0.15
H 1.47991 0.30682 1.93348 0.10

[4]
10
Properties=species:S:1:pos:R:3:lowdin_charge:R:1 method="wB97M-V/def2-TZVPD" de_lowest_kcal_mol=13.1 charge=+1 homo_energy_ev=-15.63 orbital_gap_ha=0.431 spin_multiplicity=1
C -1.60252 0.39002 -0.02451 -0.33
N 2.00251 -0.05290 0.02974 0.29
O -2.85303 0.01128 0.03671 0.15
O -0.68860 -0.40909 0.06503 0.02
H -1.59313 1.43123 -0.02591 0.13
H 2.55513 0.55044 0.63048 0.16
H 1.90344 -0.97606 0.42021 0.14
H 1.02393 0.23173 -0.32841 0.14
H -3.16339 -0.89498 0.08463 0.14
H 2.41565 -0.28165 -0.88797 0.16

[5]
155
Properties=species:S:1:pos:R:3:lowdin_charge:R:1 method="wB97M-V/def2-TZVPD" smiles="CC1(C)CCCC(C)(C)N1O.CC1(C)CCCC(C)(C)N1O.CC1(C)CCCC(C)(C)N1O.C[C@H]1COC(=O)O1.C[C@H]1COC(=O)O1.C[C@H]1COC(=O)O1.C[C@H]1COC(=O)O1.C[C@H]1COC(=O)O1" charge=0 homo_energy_ev=-8.29 orbital_gap_ha=0.311 spin_multiplicity=1
C 0.02513 -3.75948 7.46431 -0.04
C -0.35324 -3.82991 5.98515 -0.51
C -1.87326 -3.63499 5.83701 -0.02
C 0.41960 -2.71158 5.24568 -0.14
C 0.22279 -2.75953 3.74166 -0.16
C 0.78258 -4.13990 3.28537 -0.12
C 0.13720 -5.35493 3.98276 -0.49
C -1.19613 -5.80295 3.31214 -0.01
C 1.11610 -6.52448 3.83505 -0.05
N 0.08433 -5.12458 5.43275 -0.10
O -0.56558 -6.20039 6.08743 -0.02
H -0.42844 -4.51941 8.10086 0.08
H 1.10701 -3.85899 7.58642 0.09
H -0.23845 -2.77173 7.84635 0.09
H -2.36962 -4.40415 6.42874 0.09
H -2.17373 -2.65318 6.20907 0.07
H -2.20617 -3.72142 4.80777 0.04
H -0.09940 -1.82514 5.63579 0.10
H 1.46310 -2.65189 5.55516 0.12
H -0.85520 -2.69994 3.57501 0.09
H 0.73227 -1.94656 3.23099 0.10
H 1.86481 -4.15364 3.17074 0.12
H 0.41681 -4.21560 2.25323 0.09
H -1.09215 -5.89739 2.23381 0.07
H -2.00844 -5.13380 3.58451 0.06
H -1.46465 -6.77516 3.72673 0.08
H 1.32455 -6.86349 2.81672 0.08
H 0.77012 -7.42409 4.34931 0.08
H 2.06840 -6.26710 4.30356 0.09
H 0.03135 -6.43553 6.80689 0.10
C -3.92533 -1.01112 3.62459 -0.01
C -3.12228 0.25485 3.86854 -0.49
C -2.45130 0.22740 5.25159 -0.02
C -2.00104 0.34350 2.84650 -0.13
C -1.42323 1.74618 2.64538 -0.15
C -2.52510 2.75131 2.32920 -0.13
C -3.59445 2.83243 3.41009 -0.51
C -3.02441 3.52518 4.67212 -0.02
C -4.82545 3.58544 2.92120 -0.03
N -4.00835 1.44116 3.68696 -0.07
O -4.98995 1.44786 4.74291 -0.02
H -4.66168 -1.15594 4.41526 0.09
H -4.37667 -1.01281 2.63378 0.06
H -3.29928 -1.90919 3.63801 0.07
H -1.59611 0.89718 5.33728 0.08
H -3.12843 0.41638 6.08706 0.08
H -2.03059 -0.76165 5.45524 0.05
H -1.14413 -0.27979 3.11835 0.11
H -2.38028 -0.10069 1.91975 0.09
H -0.84733 2.04431 3.52329 0.11
H -0.75315 1.74706 1.78592 0.09
H -3.00546 2.42635 1.39916 0.11
H -2.04290 3.70513 2.10541 0.13
H -2.23832 4.24199 4.43265 0.09
H -2.49557 2.85212 5.35363 0.06
H -3.84167 3.93241 5.26685 0.08
H -4.59983 4.61753 2.62573 0.09
H -5.64850 3.61199 3.62908 0.08
H -5.16551 3.22004 1.94689 0.08
H -4.42212 1.62257 5.50895 0.07
C 5.12837 0.00973 -1.95407 -0.03
C 5.37825 1.48156 -2.26369 -0.51
C 6.67073 1.96420 -1.59980 -0.02
C 5.51778 1.62997 -3.78729 -0.13
C 5.31666 3.02015 -4.38425 -0.16
C 3.95925 3.54256 -3.90066 -0.14
C 3.77487 3.53995 -2.39971 -0.49
C 4.64522 4.61634 -1.69677 -0.01
C 2.30958 3.82417 -2.07519 -0.02
N 4.14767 2.19947 -1.86401 -0.12
O 3.87677 2.05550 -0.50455 -0.02
H 6.06989 -0.52776 -2.13863 0.09
H 5.00865 -0.20950 -0.89374 0.09
H 4.40226 -0.41124 -2.64478 0.08
H 7.51717 1.38814 -1.97644 0.09
H 6.92905 2.98688 -1.87564 0.07
H 6.61407 1.85667 -0.51491 0.09
H 6.51066 1.26586 -4.07006 0.12
H 4.81167 0.97189 -4.30233 0.11
H 6.11039 3.72927 -4.14456 0.11
H 5.23604 2.92037 -5.46770 0.11
H 3.17456 2.91771 -4.33244 0.10
H 3.85871 4.57558 -4.24598 0.13
H 4.54665 4.56663 -0.61113 0.08
H 4.21275 5.54919 -2.07025 0.09
H 5.70953 4.65891 -1.91729 0.07
H 1.90298 4.80565 -2.31586 0.07
H 2.16522 3.78442 -0.99091 0.08
H 1.68693 3.04136 -2.51576 0.08
H 4.47698 2.72512 -0.11973 0.09
C -2.69591 -1.65132 -0.76013 0.00
C -3.92081 -0.91447 -1.28035 -0.31
C -5.00079 -0.69139 -0.23306 -0.08
O -5.47286 0.60772 -0.56989 0.08
C -4.52332 1.28769 -1.20124 -0.58
O -4.56895 2.45941 -1.38192 0.16
O -3.56472 0.41854 -1.61934 0.07
H -2.93994 -2.71428 -0.83863 0.09
H -2.43343 -1.25456 0.21603 0.07
H -1.85911 -1.56329 -1.45510 0.07
H -4.36471 -1.41524 -2.14866 0.16
H -4.55120 -0.62258 0.76527 0.10
H -5.79563 -1.42100 -0.10614 0.15
C -0.63389 -4.86721 -0.77046 -0.02
C 0.71338 -4.88262 -1.49197 -0.31
C 1.82068 -5.51071 -0.66075 -0.07
O 2.35539 -6.52710 -1.51866 0.08
C 1.60877 -6.65578 -2.62547 -0.56
O 1.74380 -7.44855 -3.49016 0.17
O 0.57498 -5.76396 -2.59801 0.07
H -0.80954 -5.79820 -0.22741 0.08
H -1.39639 -4.90334 -1.55520 0.08
H -0.85558 -3.99948 -0.15118 0.07
H 0.93024 -3.89370 -1.90141 0.15
H 1.41168 -5.93502 0.25524 0.12
H 2.61111 -4.80547 -0.41420 0.13
C 0.31739 0.00404 -3.01002 0.01
C 1.11183 0.11587 -1.72556 -0.29
C 0.52287 0.77309 -0.50311 -0.11
O 0.94668 0.01018 0.60727 0.08
C 1.22133 -1.23412 0.15516 -0.54
O 1.47726 -2.18994 0.81286 0.16
O 1.30751 -1.22716 -1.20018 0.06
H 0.93042 -0.24247 -3.87028 0.08
H -0.15712 0.98194 -3.18017 0.08
H -0.58616 -0.59324 -2.87492 0.07
H 2.10143 0.53038 -1.93583 0.13
H -0.55116 0.94184 -0.60579 0.13
H 1.09116 1.70479 -0.47010 0.12
C -0.64932 2.08930 -7.30327 -0.02
C 0.75371 1.56301 -7.62378 -0.32
C 1.82346 1.94688 -6.60849 -0.09
O 2.30031 0.69313 -6.13212 0.05
C 1.76173 -0.31194 -6.83697 -0.58
O 2.11396 -1.44442 -6.78546 0.18
O 0.76198 0.14583 -7.60929 0.10
H -1.40449 1.61358 -7.93572 0.09
H -0.70762 3.14159 -7.58018 0.09
H -0.95484 1.80091 -6.29563 0.08
H 0.96009 1.99059 -8.60897 0.15
H 1.35438 2.40135 -5.73314 0.12
H 2.59707 2.54760 -7.08225 0.14
C -2.14979 3.74231 -3.47475 -0.02
C -1.71676 5.05399 -4.08359 -0.27
C -2.49940 6.21893 -3.49122 -0.09
O -1.57011 7.04773 -2.78769 0.07
C -0.32468 6.55755 -3.01330 -0.57
O 0.67680 7.07619 -2.62463 0.15
O -0.37162 5.35666 -3.59896 0.06
H -3.22418 3.63802 -3.60580 0.09
H -1.76639 3.62693 -2.46037 0.10
H -1.66687 2.87378 -3.93858 0.06
H -1.68458 5.05368 -5.17073 0.15
H -3.32463 5.90362 -2.85248 0.13
H -2.94742 6.88694 -4.23337 0.13

[6]
46
Properties=species:S:1:pos:R:3:lowdin_charge:R:1 method="wB97M-V/def2-TZVPD" smiles="C=C(C)COc1ccc(-c2[nH]ncc2Oc2ccccc2OC)c(O)c1" de_lowest_kcal_mol=80.6 charge=0 homo_energy_ev=-8.05 orbital_gap_ha=0.317 spin_multiplicity=1
C -1.04550 -1.51998 5.22573 0.07
C 0.13879 -1.89442 4.77533 -0.34
C 1.22024 -2.44929 5.65265 -0.06
C 0.52261 -1.80100 3.31995 -0.18
O -0.55331 -1.30830 2.55493 -0.04
C -0.40711 -1.20413 1.21092 -0.25
C 0.75294 -1.50818 0.50214 -0.02
C 0.77164 -1.35322 -0.87053 -0.03
C -0.33546 -0.89407 -1.57517 -0.11
C -0.25161 -0.70640 -3.01904 -0.15
N 0.32109 -1.61609 -3.84947 0.03
N 0.33007 -1.22897 -5.11888 0.04
C -0.22253 -0.03204 -5.13934 -0.07
C -0.60762 0.35691 -3.84596 -0.22
O -1.24327 1.52610 -3.52834 0.06
C -0.95178 2.13298 -2.32626 -0.19
C -1.99891 2.77615 -1.68530 -0.01
C -1.80016 3.41726 -0.47668 -0.08
C -0.54641 3.40515 0.10158 -0.08
C 0.51303 2.78444 -0.53880 -0.01
C 0.33644 2.15673 -1.76405 -0.20
O 1.33674 1.55894 -2.47875 -0.08
C 2.63269 1.54433 -1.93799 -0.07
C -1.50965 -0.60789 -0.85906 -0.25
O -2.66032 -0.22327 -1.46017 0.09
C -1.52925 -0.75996 0.51663 0.08
H -1.30002 -1.59557 6.26879 0.06
H -1.79650 -1.12761 4.56470 0.06
H 0.89442 -2.47913 6.68801 0.08
H 1.48349 -3.45935 5.33982 0.08
H 2.11850 -1.83623 5.58548 0.08
H 1.39646 -1.13671 3.22217 0.14
H 0.81733 -2.80084 2.96358 0.14
H 1.64190 -1.85904 1.00121 0.10
H 1.67928 -1.57459 -1.41394 0.12
H 0.69773 -2.51328 -3.58907 0.16
H -0.33368 0.51393 -6.05289 0.11
H -2.97160 2.75338 -2.15086 0.13
H -2.62574 3.90924 0.01262 0.10
H -0.37927 3.88511 1.05365 0.10
H 1.48698 2.80111 -0.07670 0.10
H 2.66005 1.01102 -0.98197 0.09
H 3.02544 2.55745 -1.80473 0.10
H 3.24474 1.01509 -2.66705 0.10
H -2.51907 -0.07912 -2.40540 0.10
H -2.43382 -0.53665 1.05651 0.14

[7]
27
Properties=species:S:1:pos:R:3:mulliken_spin:R:1 method="wB97M-V/def2-TZVPD" charge=+1 homo_energy_ev="-12.16 / -12.76" orbital_gap_ha="0.299 / 0.315" spin_multiplicity=6
Mn -0.04264 0.65863 -0.58278 4.85
C -0.74797 -1.03477 3.54591 0.00
C -0.24705 -0.56674 2.22132 0.02
N -0.91273 -0.46422 1.14142 0.01
N -2.23225 -0.76567 1.04269 -0.03
C -2.79446 -0.78931 -0.19484 0.01
N -4.08842 -1.09863 -0.22794 0.00
S -1.95731 -0.51538 -1.63817 0.02
C 1.19401 -0.15389 2.07595 0.02
C 2.06554 -0.20359 3.14468 0.00
C 3.38595 0.19558 2.95346 0.01
C 3.78318 0.62884 1.70626 0.00
C 2.84371 0.65457 0.68421 -0.01
N 1.58196 0.27062 0.85744 0.02
H -1.77026 -1.40408 3.51525 0.00
H -0.70333 -0.22645 4.27741 0.00
H -0.12133 -1.84943 3.90959 0.00
H -2.78599 -0.90377 1.87552 0.00
H -4.62823 -1.29821 0.59823 0.00
H -4.55981 -1.10423 -1.11728 0.00
H 1.73426 -0.54138 4.11474 0.00
H 4.08471 0.16884 3.77846 0.00
H 4.79494 0.95267 1.51082 0.00
H 3.11247 1.00778 -0.30338 -0.01
O -0.95153 2.37304 0.40605 0.04
N -0.41427 3.17699 -0.38063 0.00
O 0.30864 2.59017 -1.24373 0.03

[8]
52
Properties=species:S:1:pos:R:3:mulliken_spin:R:1 method="wB97M-V/def2-TZVPD" de_lowest_kcal_mol=1.1 charge=+3 homo_energy_ev="-17.85 / -18.47" orbital_gap_ha="0.286 / 0.199" spin_multiplicity=5
Rh -0.10404 0.02203 0.00319 2.53
N 0.54921 1.84342 -1.13604 0.12
C 2.01239 1.98710 -1.41827 0.00
C 2.53584 0.93632 -2.38400 0.00
C 2.27231 -0.52412 -2.00912 0.05
C 2.75530 -0.94130 -0.61396 -0.02
N 1.60461 -1.37344 0.24102 0.14
H 0.05526 1.83280 -2.02730 0.00
H 0.23320 2.68923 -0.66742 0.00
H 2.53094 1.93753 -0.46143 0.00
H 2.20250 2.97955 -1.82826 0.01
H 3.61133 1.10094 -2.47906 0.00
H 2.12536 1.12329 -3.37960 0.00
H 2.74421 -1.15455 -2.76248 0.00
H 1.20183 -0.75048 -2.10242 -0.03
H 3.24268 -0.11236 -0.09986 0.00
H 3.48424 -1.74880 -0.66861 0.01
H 1.92523 -1.51594 1.19535 0.00
H 1.29714 -2.29095 -0.07939 0.00
Se -2.76324 1.96369 7.19231 0.71
N -1.18327 2.22094 6.40961 -0.10
C -1.26062 1.70115 5.22114 0.13
C -0.17831 1.69396 4.26234 0.02
C 1.07334 2.24141 4.55581 0.04
C 2.06108 2.17020 3.59422 -0.01
C 1.76010 1.56527 2.38311 0.01
N 0.56068 1.05041 2.08275 0.09
C -0.39552 1.10554 3.00909 0.08
C -1.70256 0.49119 2.66208 0.02
N -1.81914 -0.04872 1.44581 0.07
C -2.97333 -0.64274 1.10737 0.00
C -4.06584 -0.72112 1.95590 -0.01
C -3.96586 -0.15522 3.21069 0.05
C -2.76422 0.46062 3.57217 0.03
C -2.57622 1.07103 4.87202 0.12
N -3.48632 1.11694 5.79578 -0.10
H 1.25386 2.70001 5.51978 0.00
H 3.05019 2.56863 3.77092 0.00
H 2.51963 1.48339 1.61700 0.00
H -3.00703 -1.07377 0.11545 0.00
H -4.96950 -1.21652 1.63054 0.00
H -4.79115 -0.18497 3.91095 0.00
C -2.62731 0.57827 -3.06080 0.01
C -1.97742 -0.72169 -2.73526 0.00
C -2.21583 -1.88536 -3.63452 0.01
O -1.23491 -0.84931 -1.75422 0.03
H -3.71207 0.44546 -3.07749 0.00
H -2.35789 0.87354 -4.07867 0.00
H -2.36255 1.36206 -2.35311 0.00
H -3.10074 -1.75780 -4.25270 0.00
H -2.27374 -2.80664 -3.05702 0.00
H -1.34995 -1.97426 -4.29894 0.00

no.,electronic energy (hartree)
1,-231.216170
2,-1465.161556
3,-399.310288
4,-246.682882
5,-3361.559849
6,-1184.538197
7,-2284.074667
8,-3653.178573